No. 1
Here is a molecular structure, C3H10N4 from the Open Molecules 2025 dataset. Energies are from ωB97M-V with the def2-TZVPD basis set.

XYZ file:
```
17
Properties=species:S:1:pos:R:3:forces:R:3:mulliken_charge:R:1
C -2.092330 -0.319275 0.469919 -0.100 0.197 -0.194 -1.115
N 0.065322 -0.898141 -0.516854 0.029 -0.815 1.339 -0.269
C -0.596946 -0.162336 0.445826 0.394 -0.037 -0.659 0.248
N 1.272111 -1.507086 -0.168236 -0.395 0.900 -0.741 -0.379
N 0.780813 0.331585 -1.706959 0.155 0.822 0.121 -0.549
N 1.305285 1.214560 0.824190 -0.207 -0.293 0.253 -0.821
C 0.060611 0.884084 1.107609 0.353 0.168 -0.072 0.048
H 1.753117 -1.021134 0.584970 -0.111 -0.574 0.135 0.258
H 1.143875 -2.508134 -0.200263 0.237 0.247 0.347 0.239
H 0.001721 0.752849 -2.197173 0.194 0.005 -0.045 0.253
H 1.457668 -0.113312 -2.314128 -0.160 -0.007 0.090 0.316
H 1.222309 0.946947 -0.959088 -0.327 -0.539 -0.668 0.366
H 1.646718 1.989614 1.380238 -0.201 0.054 0.010 0.164
H -0.547400 1.482800 1.795285 0.115 -0.138 0.129 0.372
H -2.583399 0.202751 -0.360514 -0.096 -0.041 0.017 0.205
H -2.502758 0.093348 1.396086 0.078 -0.002 -0.066 0.358
H -2.386715 -1.369121 0.419095 0.041 0.054 0.003 0.306
```
Positions in Å, forces in eV/Å.

Output
Total charge   0
Kohn-Sham gap   7.8250 eV
Energy relative to the best compared isomer or geometry (same formula, charge and spin)   359.0 kJ/mol
Lowest unoccupied orbital energy   0.8 eV

---

No. 2
Here is a molecular structure, C10H14N7OOsS6SbSe4 from the Open Molecules 2025 dataset. Energies are from ωB97M-V with the def2-TZVPD basis set.

XYZ file:
```
44
Properties=species:S:1:pos:R:3:forces:R:3:mulliken_charge:R:1
Os 2.502733 -1.371011 -1.200543 0.405 -0.302 0.676 1.248
Se 7.154470 -2.201324 -3.466400 0.024 -0.014 -0.010 -0.687
Sb 5.365546 -0.611677 -3.300416 -0.068 0.105 -0.065 0.653
Se 3.028308 -1.669881 -3.531026 0.058 0.051 -0.221 -0.511
Se 4.617287 -0.163239 -0.899462 -0.135 -0.040 0.074 -0.507
Se 5.486254 1.429490 -4.577963 0.003 -0.007 0.003 -0.711
N 2.036220 2.779549 3.691866 0.016 -0.052 0.026 -0.525
C 2.101182 2.034357 2.544753 -0.066 0.131 -0.065 0.506
N 2.870916 2.525583 1.547635 0.082 -0.096 0.001 -0.322
N 1.408446 0.928494 2.495682 0.060 0.012 -0.061 -0.563
C 1.575084 0.254426 1.378126 0.005 -0.055 0.083 0.731
N 1.803723 -0.295500 0.395588 0.016 0.063 -0.170 -0.636
H 2.055150 3.777906 3.560846 0.003 0.004 -0.008 0.251
H 1.303694 2.460135 4.306970 -0.026 0.024 -0.012 0.272
H 3.623247 3.144947 1.796098 -0.043 0.048 0.000 0.238
H 3.061033 1.931725 0.745627 -0.008 -0.001 0.012 0.062
C -2.837168 -3.791063 0.500633 -0.015 0.039 -0.008 -0.980
C -2.402522 -4.037172 -0.943646 0.011 -0.032 -0.012 -0.466
C -1.453110 -2.988295 -1.431384 -0.029 -0.013 -0.008 0.308
N -0.223021 -2.931023 -1.090180 0.018 0.011 0.011 -0.660
N 0.430917 -1.849087 -1.619001 -0.164 -0.092 0.021 0.267
C -0.336633 -1.093897 -2.361949 0.028 0.020 -0.049 0.323
N 0.056831 0.060246 -2.965728 0.011 0.002 -0.022 -0.287
S -1.948182 -1.688964 -2.480873 -0.030 0.017 0.031 -0.206
H -3.513305 -4.581699 0.831929 -0.001 -0.001 0.018 0.375
H -3.334531 -2.826093 0.601386 0.010 -0.014 -0.005 0.199
H -1.965945 -3.765841 1.153821 -0.001 -0.013 -0.003 0.286
H -3.272689 -4.069994 -1.603701 0.001 -0.010 -0.002 0.328
H -1.893921 -4.999371 -1.027338 -0.003 -0.003 0.008 0.254
H 1.062051 0.110119 -3.122130 -0.003 0.003 0.031 0.062
H -0.497255 0.344236 -3.756578 -0.004 0.023 -0.005 0.261
C -1.243435 3.031661 -0.623184 0.007 -0.007 -0.009 -0.452
S -0.916723 3.182090 1.150407 -0.016 0.010 0.017 -0.115
C -2.265014 2.296020 1.824424 0.003 -0.016 -0.010 -0.244
C -2.490166 0.953644 1.684162 -0.006 0.045 -0.089 -0.015
S -1.583310 -0.230930 0.872552 -0.148 0.055 0.117 -0.144
S -4.003532 0.448497 2.449018 0.013 0.007 0.033 -0.060
C -4.546631 1.956895 3.076133 -0.011 -0.004 0.021 0.032
S -5.946075 2.157957 3.956834 0.020 -0.001 -0.016 -0.352
S -3.474424 3.228056 2.681269 -0.004 0.011 -0.008 -0.141
H -0.487130 3.625568 -1.136453 0.008 -0.011 -0.001 0.332
H -2.235027 3.415260 -0.858652 0.006 0.013 0.005 0.318
H -1.153069 1.987483 -0.919200 -0.009 -0.002 0.009 -0.122
O 2.479727 -2.898282 -0.329953 -0.017 0.092 -0.336 -0.598
```
Positions in Å, forces in eV/Å.

Output
Total charge   -2
Kohn-Sham gap (spin up / spin down)   5.4946 / 5.4936 eV
Energy relative to the best compared isomer or geometry (same formula, charge and spin)   0.0 kJ/mol
Lowest unoccupied orbital energy (spin up / spin down)   3.7 / 3.7 eV

---

No. 3
Here is 11 unconnected molecules or ions with the total composition C29H69N11O11 from the Open Molecules 2025 dataset. Energies are from ωB97M-V with the def2-TZVPD basis set.

XYZ file:
```
120
Properties=species:S:1:pos:R:3:forces:R:3:mulliken_charge:R:1
C 5.324301 4.494332 3.350551 -0.079 -0.356 -0.542 -0.593
N 3.954622 4.164260 3.726445 0.499 0.344 -0.183 -0.176
C 3.338908 3.047642 3.289551 -0.221 -0.511 0.290 0.540
C 2.035090 2.699479 3.977920 -0.617 0.860 -0.200 -0.681
O 3.809707 2.311016 2.426726 0.005 0.288 0.385 -0.748
H 6.009449 3.781978 3.810968 0.118 0.114 -0.042 0.278
H 5.598730 5.510607 3.612764 -0.242 0.033 0.352 0.365
H 5.433751 4.433673 2.267772 0.011 -0.170 0.035 0.005
H 3.500335 4.763357 4.385750 -0.208 -0.101 0.203 0.244
H 1.561210 3.578945 4.431537 0.218 -0.019 0.009 0.353
H 2.152009 1.971464 4.776321 0.243 -0.215 -0.173 0.304
H 1.320893 2.348391 3.233951 0.131 -0.316 0.037 -0.054
C 5.135291 -5.284859 -1.169447 -0.332 0.765 -0.430 -0.901
N 3.722626 -5.179762 -1.463736 -0.613 0.005 -0.389 -0.189
C 2.793524 -4.496345 -0.740815 0.161 -0.396 0.555 0.675
C 1.458294 -4.315432 -1.407425 -0.539 0.439 -0.047 -0.549
O 2.987712 -4.067958 0.388129 0.313 -0.007 -0.251 -0.671
H 5.668171 -4.754290 -1.961911 0.248 -0.110 0.056 0.309
H 5.455634 -6.320036 -1.163917 0.126 -0.100 0.348 0.279
H 5.310451 -4.741941 -0.246598 0.140 -0.345 0.247 0.337
H 3.428554 -5.432002 -2.393499 0.076 -0.028 0.015 0.252
H 0.911351 -3.609855 -0.787111 0.010 0.180 -0.113 0.067
H 0.814888 -5.194253 -1.463609 0.419 -0.303 -0.005 0.378
H 1.559209 -3.905328 -2.413251 -0.037 -0.021 -0.016 -0.014
C -4.531877 -2.050395 1.175068 1.131 -1.023 -0.124 -0.758
N -4.950937 -0.746703 1.586665 0.212 0.697 -0.352 -0.021
C -4.490054 0.390046 0.987447 -0.616 0.319 0.435 0.570
C -4.789287 1.672413 1.756671 0.212 -0.111 -0.848 -1.205
O -3.933515 0.406763 -0.095295 0.347 -0.245 -0.003 -0.600
H -5.090440 -2.545570 0.383783 -0.427 0.257 0.090 0.282
H -4.453763 -2.728352 2.027534 -0.351 0.138 0.091 0.419
H -3.506108 -2.002417 0.792949 -0.109 0.252 -0.051 0.045
H -5.486735 -0.628532 2.423560 -0.014 -0.112 0.205 0.245
H -4.673460 1.514078 2.824171 -0.332 0.189 0.126 0.268
H -5.769948 2.029417 1.433695 -0.183 -0.157 0.478 0.445
H -4.102920 2.445167 1.415892 0.219 -0.163 0.104 0.204
C -5.195292 -1.512364 -2.242468 0.845 1.526 -0.657 -1.183
N -3.780820 -1.813378 -2.130568 0.607 -1.481 0.135 0.724
C -3.212218 -3.008827 -2.490947 -0.797 -0.154 -0.975 0.511
C -1.804052 -3.316704 -2.032517 -0.084 0.164 1.595 -0.452
O -3.824907 -3.825453 -3.165387 -0.043 0.092 0.471 -0.718
H -5.188711 -0.415852 -2.216993 -0.484 -0.122 0.282 0.307
H -5.824662 -1.885855 -1.438671 0.049 -0.239 0.013 0.290
H -5.609304 -1.752124 -3.219228 0.129 -0.547 0.039 0.368
H -3.159775 -1.155515 -1.700284 -0.322 0.365 0.273 -0.315
H -1.001708 -2.733166 -2.479693 -0.134 -0.072 -0.365 0.041
H -1.649813 -4.391152 -2.078726 0.104 0.046 -0.697 0.419
H -1.731740 -3.139198 -0.942151 -0.061 0.338 -0.262 0.120
C -2.769872 1.292570 5.393861 -0.039 -0.970 -0.328 -0.670
N -2.535809 2.639201 4.933658 -0.268 0.141 0.016 -0.001
C -2.035624 2.960912 3.714857 0.239 0.169 0.329 0.448
C -1.926247 4.434557 3.404196 -0.821 0.310 -0.513 -1.549
O -1.684778 2.128427 2.887775 -0.059 -0.303 0.288 -0.592
H -3.148116 1.262328 6.411656 0.224 0.358 0.117 0.444
H -1.867975 0.688475 5.344637 0.001 0.070 0.114 0.161
H -3.522691 0.750589 4.808798 0.098 0.216 -0.209 0.101
H -2.921916 3.353878 5.522848 0.164 0.362 -0.210 0.238
H -1.489367 4.537057 2.415168 0.290 -0.011 0.096 0.323
H -1.416937 5.065846 4.127830 0.160 -0.261 0.163 0.384
H -2.941380 4.841326 3.296593 0.081 -0.053 0.162 0.387
C 4.678119 4.037293 -0.473106 -0.611 1.541 -0.343 -1.205
N 4.799217 2.652039 -0.173987 0.338 -0.294 0.515 0.061
C 4.887805 1.693904 -1.120877 -1.582 -0.199 0.176 0.752
C 4.687332 0.294453 -0.597735 0.181 -0.340 0.874 -0.666
O 4.830382 1.928607 -2.319443 0.815 0.150 -0.254 -0.742
H 5.495312 4.669429 -0.111038 0.187 -0.324 0.045 0.298
H 3.761944 4.470779 -0.045850 0.085 -0.294 0.202 0.346
H 4.572684 4.254589 -1.535903 0.236 -0.500 -0.091 0.379
H 4.571758 2.392841 0.793268 0.341 -0.027 -0.561 0.293
H 4.643597 0.257200 0.495406 0.071 0.159 -0.073 0.245
H 5.426376 -0.444918 -0.891431 0.140 0.199 -0.409 0.472
H 3.710168 -0.033038 -0.938023 0.001 -0.066 -0.320 -0.173
C -1.596921 -1.303647 3.257438 -0.630 0.147 -0.825 -0.409
N -1.894133 -2.517366 3.964703 0.029 -0.927 0.651 -0.070
C -2.104591 -2.605913 5.303899 1.145 0.039 -0.402 0.598
C -2.347000 -3.979821 5.846717 0.127 -0.919 -0.134 -1.123
O -2.030523 -1.641667 6.035552 -0.275 0.684 0.386 -0.610
H -2.545480 -0.826238 2.991557 0.235 0.378 -0.013 -0.159
H -1.092605 -1.535657 2.320574 0.020 -0.105 0.027 0.256
H -0.976067 -0.595285 3.793180 -0.006 -0.160 0.373 0.346
H -1.940764 -3.396374 3.479362 0.138 0.179 -0.300 0.273
H -1.757848 -4.193326 6.737189 -0.323 0.670 0.348 0.332
H -2.015120 -4.809318 5.211069 -0.484 0.320 -0.464 0.332
H -3.417686 -4.033285 6.040928 0.058 -0.387 0.238 0.253
C 2.713844 -1.972352 -4.544252 -0.464 0.497 -0.540 -0.569
C 1.400110 -2.114624 -5.300712 -0.961 -1.681 -1.953 0.621
N 0.327851 -1.363007 -4.857483 1.513 -1.191 -0.801 -0.037
O 1.305619 -2.934117 -6.273112 0.167 2.493 2.883 -0.717
H 3.485357 -1.683309 -5.256017 0.036 -0.208 -0.085 0.361
H 2.963117 -2.941485 -4.119590 0.091 0.058 0.127 0.092
H 2.674135 -1.175680 -3.805722 -0.041 -0.150 0.327 0.059
H -0.574967 -1.529074 -5.277199 -0.101 0.168 0.116 0.175
H 0.407000 -0.750738 -4.066398 0.109 -0.011 0.111 0.030
C 1.661411 2.751710 -3.354146 0.003 0.287 0.729 -0.254
C 2.342668 3.042141 -4.673139 0.265 1.035 -0.404 0.331
N 3.528845 2.366879 -4.869925 -0.997 0.191 0.274 -0.276
O 1.882797 3.868440 -5.462804 0.244 -1.203 0.444 -0.652
H 2.169903 1.986877 -2.770404 -0.091 -0.190 -0.151 -0.139
H 0.608167 2.501635 -3.477658 0.106 -0.252 -0.326 0.160
H 1.629556 3.643991 -2.716213 0.218 0.103 -0.319 0.356
H 4.108027 2.205699 -4.050174 -0.070 -0.384 -0.258 0.368
H 3.931121 2.412441 -5.787044 0.262 0.362 -0.010 0.218
C -4.088380 0.686724 -5.271963 -0.411 1.608 -0.147 -1.329
C -2.913693 0.055056 -4.582289 -0.389 -0.002 -0.984 0.903
N -2.423271 0.653319 -3.454478 0.404 -0.919 -0.588 0.003
O -2.441159 -0.960235 -5.059341 0.122 -0.107 0.523 -0.664
H -4.098071 1.780117 -5.138482 -0.123 -0.227 0.456 0.400
H -5.046042 0.295701 -4.931458 0.097 -0.127 0.123 0.221
H -4.054819 0.619092 -6.357695 0.284 -0.712 0.079 0.357
H -2.582781 1.629290 -3.294696 0.033 0.123 0.077 0.236
H -1.520324 0.246034 -3.220250 -0.140 0.539 0.564 -0.226
C 1.405524 0.219555 0.600235 -0.910 0.107 -0.369 -0.541
C 0.171930 0.295058 -0.290857 0.141 0.085 0.403 0.327
N -0.985930 0.561876 0.375567 -0.143 -0.225 -0.808 0.508
O 0.216927 0.094197 -1.497214 -0.147 -0.262 -0.074 -0.194
H 1.932717 1.170638 0.519379 0.170 -0.093 0.295 0.063
H 2.027777 -0.591572 0.258784 0.252 -0.141 -0.165 0.087
H 1.071727 -0.016491 1.607838 0.295 0.324 0.215 0.231
H -1.841493 0.508322 -0.173124 0.152 0.384 0.225 -0.113
H -1.003102 1.138035 1.205144 -0.011 -0.219 0.191 0.037
```
Positions in Å, forces in eV/Å.

Output
Total charge   0
Kohn-Sham gap   8.6404 eV
Energy relative to the best compared isomer or geometry (same formula, charge and spin)   0.0 kJ/mol
SMILES   CNC(C)=O.CNC(C)=O.CNC(C)=O.CNC(C)=O.CNC(C)=O.CNC(C)=O.CNC(C)=O.CC(N)=O.CC(N)=O.CC(N)=O.CC(N)=O
Lowest unoccupied orbital energy   -0.1 eV